Record 1
A structure of composition C40H81IInO14 at a distorted geometry, computed with ωB97M-V/def2-TZVPD.

Calculated values
**Gap between HOMO and LUMO**: 6.88 eV

The geometry in ORCA input format:
```
! wB97M-V def2-TZVPD RIJCOSX def2/J DEFGRID3
* xyz -1 1
C -0.02 -0.58 0.68
C 1.18 -0.99 -0.34
C 1.24 -2.61 -0.35
C 1.55 -3.22 -1.82
C 0.97 -4.73 -1.94
C -0.19 -4.89 -3.05
In -2.03 -3.76 -2.32
O -2.84 -2.75 -3.97
C -4.18 -2.40 -3.78
O -5.05 -2.99 -4.52
C -4.71 -1.28 -2.77
C -6.25 -0.99 -2.74
C -6.83 0.08 -1.75
C -5.88 0.85 -0.79
C -4.35 0.58 -0.86
C -3.74 -0.47 -1.83
C -3.42 -5.22 -1.30
I -4.78 -6.27 -2.64
C -2.58 -6.35 -0.46
C -2.70 -6.13 1.13
H -1.00 -0.62 0.09
H 0.20 0.45 1.13
H -0.05 -1.37 1.51
H 0.97 -0.54 -1.38
H 2.15 -0.53 0.10
H 0.26 -3.00 0.09
H 2.07 -2.90 0.40
H 2.70 -3.26 -1.91
H 1.19 -2.56 -2.68
H 0.65 -5.06 -0.89
H 1.85 -5.40 -2.28
H 0.18 -4.47 -4.05
H -0.44 -6.01 -3.14
H -1.52 -2.56 -1.09
H -6.96 -1.55 -3.45
H -7.96 0.24 -1.76
H -6.33 1.60 -0.05
H -3.60 1.14 -0.18
H -2.62 -0.66 -1.86
H -4.03 -4.64 -0.53
H -1.46 -6.35 -0.74
H -3.00 -7.38 -0.70
H -2.00 -5.32 1.54
H -2.42 -7.11 1.69
H -3.79 -5.90 1.42
C 5.47 -1.33 -0.19
O 6.05 -0.03 -0.26
C 5.07 1.00 -0.24
C 5.64 2.27 0.39
O 5.71 2.22 1.82
C 6.74 1.38 2.36
C 8.14 1.95 2.17
O 8.60 1.71 0.85
C 9.59 2.63 0.44
H 4.85 -1.51 -1.08
H 6.28 -2.06 -0.16
H 4.88 -1.44 0.72
H 4.18 0.68 0.33
H 4.78 1.20 -1.27
H 4.95 3.09 0.16
H 6.60 2.54 -0.05
H 6.66 0.36 1.98
H 6.53 1.34 3.44
H 8.83 1.45 2.86
H 8.13 3.02 2.39
H 9.20 3.66 0.49
H 9.86 2.41 -0.59
H 10.48 2.55 1.07
C 9.21 -3.53 8.97
O 8.45 -2.35 8.85
C 9.05 -1.24 9.51
C 8.67 0.07 8.83
O 9.39 0.31 7.62
C 9.02 -0.49 6.49
C 7.66 -0.11 5.91
O 6.61 -0.68 6.70
C 5.40 0.04 6.58
H 9.28 -3.84 10.02
H 8.71 -4.32 8.40
H 10.21 -3.39 8.55
H 10.14 -1.34 9.52
H 8.68 -1.23 10.54
H 8.95 0.89 9.50
H 7.59 0.15 8.67
H 9.08 -1.55 6.72
H 9.78 -0.28 5.73
H 7.57 -0.52 4.90
H 7.57 0.98 5.87
H 5.54 1.08 6.89
H 4.67 -0.42 7.24
H 5.03 0.00 5.55
C -6.76 -1.41 -7.22
O -8.15 -1.19 -7.04
C -8.48 -0.91 -5.68
C -9.72 -0.02 -5.60
O -9.45 1.35 -5.89
C -9.21 1.67 -7.26
C -10.46 1.58 -8.13
O -10.75 0.23 -8.46
C -12.11 0.02 -8.76
H -6.43 -2.30 -6.66
H -6.58 -1.57 -8.28
H -6.19 -0.53 -6.90
H -7.64 -0.41 -5.17
H -8.68 -1.86 -5.19
H -10.07 -0.03 -4.56
H -10.53 -0.40 -6.21
H -8.39 1.07 -7.67
H -8.87 2.71 -7.27
H -10.29 2.12 -9.08
H -11.30 2.04 -7.60
H -12.74 0.31 -7.91
H -12.26 -1.04 -8.96
H -12.40 0.59 -9.65
C -3.89 6.90 2.12
O -2.76 6.05 2.14
C -3.11 4.68 2.33
C -2.09 3.76 1.68
O -2.24 3.67 0.26
C -1.83 4.81 -0.49
C -0.31 4.99 -0.53
O 0.14 5.59 0.68
C 1.50 5.29 0.95
H -4.40 6.88 3.09
H -3.54 7.92 1.92
H -4.57 6.61 1.32
H -4.10 4.47 1.92
H -3.12 4.50 3.42
H -2.26 2.75 2.05
H -1.06 4.03 1.95
H -2.34 5.71 -0.16
H -2.17 4.62 -1.52
H -0.05 5.67 -1.35
H 0.17 4.02 -0.69
H 1.65 4.21 1.02
H 1.77 5.73 1.91
H 2.15 5.71 0.17
*
```

Record 2
A cluster of 6 separate species, C40H83N7O7PS2 in total at a distorted geometry, computed with ωB97M-V/def2-TZVPD.

Calculated values
**Gap between HOMO and LUMO**: 7.54 eV

The geometry in ORCA input format:
```
! wB97M-V def2-TZVPD RIJCOSX def2/J DEFGRID3
* xyz 1 1
C 4.19 -4.25 1.38
C 4.08 -3.35 2.63
C 3.50 -1.96 2.30
O 3.95 -1.53 0.99
C 3.85 -0.15 0.90
N 3.46 0.23 -0.51
C 2.12 -0.34 -0.91
C 2.19 -1.20 -2.19
C 0.98 -0.89 -3.14
S -0.32 -2.15 -3.02
C -1.74 -1.29 -2.27
S -2.04 0.23 -2.80
N -2.52 -1.98 -1.33
C -1.79 -2.97 -0.57
C -2.27 -4.27 -0.51
C -1.58 -5.25 0.17
C -0.38 -4.99 0.81
C 0.10 -3.69 0.77
C -0.60 -2.72 0.09
C -3.33 -1.11 -0.49
C -4.56 -0.68 -0.97
C -5.37 0.15 -0.23
C -5.00 0.59 1.03
C -3.79 0.13 1.52
C -2.98 -0.70 0.78
P 3.36 2.04 -0.52
O 3.47 2.59 -1.87
H 3.17 -4.42 1.02
H 4.81 -3.78 0.61
H 4.63 -5.23 1.65
H 3.46 -3.81 3.40
H 5.07 -3.18 3.07
H 3.89 -1.23 3.03
H 2.40 -1.92 2.39
H 3.11 0.28 1.59
H 4.83 0.29 1.13
H 4.20 -0.06 -1.15
H 1.41 0.50 -1.01
H 1.78 -0.96 -0.08
H 3.09 -0.88 -2.75
H 2.20 -2.27 -1.99
H 0.63 0.11 -2.87
H 1.30 -0.83 -4.20
H -3.19 -4.57 -1.01
H -1.94 -6.28 0.21
H 0.19 -5.76 1.32
H 1.04 -3.41 1.24
H -0.23 -1.69 0.04
H -4.89 -0.97 -1.96
H -6.32 0.49 -0.64
H -5.60 1.27 1.63
H -3.50 0.44 2.53
H -2.04 -1.02 1.24
H 2.16 2.43 0.12
H 4.42 2.52 0.29
C 8.32 3.32 0.35
C 8.00 2.14 -0.57
C 9.04 1.94 -1.69
O 8.92 2.86 -2.76
C 9.55 4.11 -2.55
N 6.65 2.32 -1.12
H 8.11 4.28 -0.12
H 7.71 3.26 1.25
H 9.37 3.30 0.66
H 8.01 1.24 0.04
H 8.87 0.96 -2.13
H 10.06 1.93 -1.29
H 10.47 4.01 -1.97
H 8.87 4.81 -2.07
H 9.81 4.52 -3.53
H 6.41 1.49 -1.67
H 6.69 3.06 -1.82
C 0.49 -0.15 -7.66
C 1.82 0.55 -7.42
C 2.77 0.50 -8.63
O 3.42 -0.74 -8.82
C 2.66 -1.72 -9.51
N 2.45 -0.02 -6.22
H 0.58 -1.23 -7.64
H -0.23 0.13 -6.89
H 0.06 0.14 -8.63
H 1.61 1.60 -7.23
H 3.57 1.22 -8.46
H 2.26 0.81 -9.55
H 2.03 -1.27 -10.28
H 2.05 -2.30 -8.81
H 3.36 -2.41 -9.99
H 3.29 0.51 -6.01
H 2.80 -0.94 -6.47
C 3.36 -10.86 2.11
C 3.43 -9.73 1.08
C 4.72 -8.91 1.16
O 4.75 -7.97 2.22
C 5.15 -8.51 3.47
N 2.23 -8.89 1.22
H 3.15 -10.49 3.11
H 2.56 -11.55 1.85
H 4.29 -11.42 2.14
H 3.40 -10.20 0.09
H 4.79 -8.31 0.24
H 5.61 -9.55 1.18
H 5.90 -9.30 3.36
H 4.29 -8.90 4.02
H 5.59 -7.71 4.06
H 2.23 -8.20 0.47
H 2.35 -8.34 2.06
C -8.33 2.16 3.46
C -7.11 2.66 4.23
C -7.45 3.20 5.63
O -8.02 4.49 5.63
C -9.42 4.53 5.39
N -6.41 3.66 3.42
H -8.94 2.98 3.08
H -8.01 1.57 2.60
H -8.96 1.53 4.09
H -6.44 1.80 4.37
H -6.51 3.29 6.19
H -8.08 2.50 6.19
H -9.93 3.67 5.83
H -9.63 4.59 4.32
H -9.81 5.43 5.86
H -5.55 3.92 3.90
H -6.97 4.51 3.45
C -9.12 7.99 1.44
C -8.87 7.41 2.83
C -8.53 8.48 3.88
O -7.21 8.97 3.82
C -7.00 10.01 2.87
N -7.82 6.39 2.74
H -8.20 8.29 0.94
H -9.59 7.24 0.80
H -9.78 8.85 1.48
H -9.79 6.92 3.15
H -8.62 8.01 4.87
H -9.26 9.30 3.86
H -7.88 10.66 2.78
H -6.75 9.59 1.89
H -6.16 10.60 3.20
H -7.73 5.96 3.65
H -6.94 6.88 2.61
*
```

Record 3
A cluster of 5 separate species, C40H87BFO11 in total at a distorted geometry, computed with ωB97M-V/def2-TZVPD.

Calculated values
**Relative energy (zero: lowest compared OMol25 entry of this formula, charge and spin)**: 283.6 kcal per mole
**Gap between HOMO and LUMO**: 6.41 eV

The geometry in ORCA input format:
```
! wB97M-V def2-TZVPD RIJCOSX def2/J DEFGRID3
* xyz -1 1
C 2.48 -0.54 5.96
C 4.01 -0.71 5.34
C 4.59 0.75 4.82
C 4.29 0.86 3.19
C 4.92 2.23 2.53
C 4.70 2.31 0.88
C 3.11 2.39 0.45
C 2.40 3.84 0.86
C 1.17 3.49 1.94
C 0.16 4.78 1.88
C -1.44 4.42 2.00
C -1.78 2.98 2.71
C -3.43 2.83 2.75
C -3.96 1.41 3.36
C -2.96 0.70 4.45
C -1.81 -0.26 3.80
C -2.34 -1.72 3.26
C -2.99 -1.65 1.74
C -2.41 -2.77 0.70
C -1.36 -2.00 -0.35
C -0.25 -3.13 -0.82
O 0.22 -2.79 -2.18
B 1.69 -2.54 -1.99
O 2.08 -3.48 -0.89
C 1.02 -3.48 0.16
C 1.30 -2.58 1.50
C 2.94 -2.28 1.52
O 3.42 -1.26 0.75
F 3.85 -3.15 2.35
H 2.03 0.54 5.75
H 2.54 -0.75 7.13
H 1.76 -1.35 5.46
H 3.92 -1.43 4.41
H 4.72 -1.22 6.13
H 4.05 1.66 5.36
H 5.77 0.82 4.96
H 3.14 0.80 2.95
H 4.81 -0.07 2.69
H 6.11 2.14 2.66
H 4.61 3.22 3.08
H 5.24 1.33 0.46
H 5.30 3.22 0.40
H 2.55 1.47 0.93
H 3.08 2.21 -0.73
H 1.92 4.23 -0.16
H 3.16 4.62 1.27
H 0.72 2.48 1.57
H 1.66 3.46 3.00
H 0.31 5.33 0.84
H 0.39 5.60 2.71
H -1.92 5.26 2.70
H -2.04 4.51 0.97
H -1.27 2.83 3.76
H -1.41 2.14 1.95
H -3.95 3.79 3.22
H -3.77 2.85 1.60
H -4.27 0.73 2.45
H -4.98 1.65 3.94
H -2.54 1.52 5.21
H -3.65 -0.01 5.12
H -1.18 0.21 2.94
H -1.03 -0.50 4.68
H -3.03 -2.26 4.05
H -1.37 -2.41 3.16
H -2.70 -0.59 1.31
H -4.18 -1.68 1.80
H -3.35 -3.16 0.07
H -1.89 -3.68 1.23
H -0.90 -1.06 0.17
H -2.00 -1.58 -1.26
H -0.93 -4.10 -0.95
H 1.71 -1.47 -1.49
H 2.23 -2.68 -3.04
H 0.94 -4.59 0.55
H 0.72 -1.57 1.55
H 1.07 -3.21 2.49
C -6.35 3.49 -0.97
O -4.96 3.73 -0.73
C -4.13 3.07 -1.69
C -3.58 4.06 -2.72
O -4.62 4.54 -3.58
C -5.02 5.87 -3.25
H -6.93 4.13 -0.30
H -6.62 3.72 -2.00
H -6.59 2.44 -0.75
H -4.66 2.25 -2.18
H -3.29 2.64 -1.14
H -2.85 3.54 -3.35
H -3.06 4.89 -2.22
H -4.22 6.57 -3.51
H -5.27 5.96 -2.19
H -5.90 6.11 -3.84
C -2.54 -8.25 -3.70
O -3.14 -7.67 -4.85
C -4.23 -6.81 -4.51
C -3.84 -5.34 -4.62
O -2.91 -4.97 -3.60
C -1.58 -4.85 -4.09
H -1.63 -8.77 -4.01
H -2.27 -7.50 -2.96
H -3.22 -8.98 -3.26
H -4.62 -7.04 -3.51
H -5.03 -7.02 -5.23
H -4.73 -4.72 -4.48
H -3.43 -5.11 -5.62
H -1.50 -3.98 -4.74
H -1.27 -5.75 -4.64
H -0.91 -4.72 -3.24
C 5.86 5.13 5.76
O 5.26 5.72 4.61
C 4.17 6.58 4.94
C 4.56 8.05 4.83
O 5.49 8.42 5.86
C 6.82 8.54 5.36
H 6.77 4.62 5.44
H 6.13 5.89 6.50
H 5.18 4.40 6.20
H 3.78 6.35 5.95
H 3.37 6.37 4.22
H 3.67 8.67 4.98
H 4.97 8.28 3.84
H 6.90 9.41 4.72
H 7.13 7.64 4.81
H 7.49 8.67 6.22
C 1.13 -7.32 -9.95
O 0.76 -6.02 -9.49
C -0.51 -5.61 -10.01
C -1.61 -5.71 -8.95
O -1.90 -7.08 -8.65
C -1.34 -7.49 -7.40
H 2.02 -7.63 -9.40
H 0.34 -8.05 -9.77
H 1.36 -7.28 -11.02
H -0.77 -6.18 -10.91
H -0.40 -4.56 -10.30
H -2.53 -5.28 -9.35
H -1.33 -5.16 -8.04
H -1.87 -7.00 -6.58
H -0.28 -7.26 -7.35
H -1.48 -8.57 -7.30
*
```